Record 1
{
  "formula": "H23O11",
  "method": "wB97M-V/def2-TZVPD",
  "elements": ["O", "H", "H", "O", "H", "H", "O", "H", "H", "O", "H", "H", "O", "H", "H", "O", "H", "H", "O", "H", "O", "H", "H", "O", "H", "H", "O", "H", "H", "O", "H", "H", "H", "H"],
  "xyz": [[3.011, -1.518, -0.022], [2.711, -2.442, -0.222], [2.213, -0.885, -0.315], [-1.326, 4.443, -0.495], [-2.060, 3.882, -0.893], [-1.559, 4.271, 0.432], [2.516, -3.507, -1.693], [3.160, -3.080, -2.270], [1.512, -3.297, -1.832], [0.897, 0.063, -0.733], [0.916, 0.758, -1.395], [0.253, 0.426, -0.099], [0.384, -1.989, 1.043], [-0.160, -2.673, 1.463], [-0.120, -1.407, 0.459], [-2.152, -0.773, -0.081], [-2.001, -0.626, -1.012], [-2.812, -0.204, 0.358], [2.777, -1.854, 2.507], [2.742, -1.581, 1.211], [-4.087, 0.846, 1.135], [-4.275, 0.285, 1.903], [-4.546, 1.653, 1.378], [2.442, 0.988, 2.951], [2.991, 1.747, 2.699], [2.251, 1.067, 3.889], [-0.276, 2.086, -2.386], [-1.207, 1.927, -2.622], [-0.175, 2.693, -3.148], [-3.059, 0.616, -2.636], [-3.598, -0.184, -2.725], [-3.618, 1.397, -2.430], [2.550, -1.045, 2.981], [3.705, -2.083, 2.598]],
  "forces_ev_per_a": [[-2.093, 0.881, 2.117], [0.101, 0.381, -0.753], [1.143, -0.951, 0.254], [-1.963, -1.259, -0.094], [1.465, 0.985, 0.155], [0.529, 0.332, 0.011], [-2.417, -0.397, 0.654], [-0.885, 0.315, -0.375], [3.107, -0.133, -0.332], [0.035, -0.166, 0.462], [-0.012, 0.351, -0.666], [0.154, -0.120, 0.123], [0.786, -0.344, 0.220], [-0.218, 0.654, -0.480], [-0.826, -0.588, 0.297], [0.609, -0.948, 1.188], [-0.614, 0.793, -0.230], [0.369, 0.230, -1.131], [-0.456, -0.618, -1.570], [0.579, -0.018, -0.805], [-0.290, -0.376, 0.596], [0.137, -0.116, -0.189], [0.022, 0.476, -0.243], [0.059, -0.347, -0.240], [-0.127, -0.155, 0.152], [-0.034, 0.367, 0.211], [-0.876, 0.782, -1.584], [-0.094, -1.012, 0.926], [1.113, -0.004, 0.629], [0.118, 0.591, -0.041], [-0.218, 0.533, 0.090], [0.073, -1.062, -0.097], [0.222, 0.734, 0.163], [0.501, 0.211, 0.583]],
  "nbo_charge": [-0.957, 0.530, 0.539, -0.971, 0.434, 0.445, -1.008, 0.492, 0.498, -1.030, 0.515, 0.487, -1.040, 0.481, 0.501, -1.059, 0.487, 0.504, -0.939, 0.516, -1.049, 0.467, 0.465, -1.084, 0.475, 0.455, -0.997, 0.474, 0.463, -1.036, 0.482, 0.459, 0.523, 0.480],
  "s2": 0.751,
  "e_lumo_ha": [0.00107, 0.00756],
  "orbital_gap_ev": [2.1, 11.0],
  "e_above_lowest_kj_mol": 50.70,
  "spin_multiplicity": 2
}



Record 2
{
  "formula": "C9H14O",
  "method": "wB97M-V/def2-TZVPD",
  "elements": ["C", "C", "C", "C", "C", "O", "C", "C", "H", "H", "H", "H", "H", "H", "H", "H", "C", "C", "H", "H", "H", "H", "H", "H"],
  "xyz": [[-1.219, 1.397, 1.948], [-0.879, 0.103, 1.226], [-0.333, 0.106, -0.042], [0.122, -1.100, -0.586], [-0.001, -2.264, 0.148], [0.298, -3.415, -0.521], [-0.489, -2.286, 1.440], [-0.968, -1.082, 1.961], [-1.932, 1.211, 2.750], [-1.633, 2.110, 1.264], [-0.328, 1.850, 2.373], [-0.052, 0.963, -0.633], [0.427, -1.239, -1.612], [0.251, -4.212, 0.029], [-0.805, -3.191, 1.936], [-1.269, -0.968, 2.994], [0.992, 3.129, -1.741], [1.808, 3.702, -2.921], [1.614, 2.509, -1.093], [0.570, 3.919, -1.125], [0.157, 2.507, -2.057], [1.144, 3.904, -3.744], [2.602, 2.998, -3.179], [2.348, 4.560, -2.544]],
  "forces_ev_per_a": [[0.120, -0.621, -0.180], [0.135, 0.798, 1.136], [1.110, -1.326, -0.646], [-0.680, 0.018, 0.336], [-0.209, -0.867, -0.068], [0.356, -0.630, -0.290], [-1.339, 0.900, 0.181], [0.890, 0.343, -0.505], [-0.007, 0.086, 0.000], [-0.371, 0.496, -0.367], [0.154, 0.005, 0.137], [-0.670, 0.532, 0.256], [0.305, 0.390, -0.071], [-0.076, 0.556, 0.044], [0.609, -0.352, 0.100], [-0.361, -0.410, 0.003], [0.208, -0.070, -0.052], [0.086, -0.862, 1.360], [0.033, 0.095, 0.024], [-0.056, 0.130, 0.043], [-0.016, -0.044, -0.239], [0.172, 0.357, -0.424], [-0.293, -0.100, -0.437], [-0.098, 0.577, -0.340]],
  "nbo_charge": [-0.620, -0.058, -0.185, -0.260, 0.293, -0.680, -0.298, -0.172, 0.210, 0.213, 0.214, 0.217, 0.223, 0.481, 0.212, 0.206, -0.608, -0.609, 0.202, 0.203, 0.197, 0.208, 0.204, 0.205],
  "smiles": "Cc1ccc(O)cc1.CC",
  "e_lumo_ha": 0.03360,
  "orbital_gap_ev": 9.3,
  "e_above_lowest_kj_mol": 53.91
}



> What is the formula in the second record?

C9H14O



Please write out number 2 again, unchanged.
{
  "formula": "C9H14O",
  "method": "wB97M-V/def2-TZVPD",
  "elements": ["C", "C", "C", "C", "C", "O", "C", "C", "H", "H", "H", "H", "H", "H", "H", "H", "C", "C", "H", "H", "H", "H", "H", "H"],
  "xyz": [[-1.219, 1.397, 1.948], [-0.879, 0.103, 1.226], [-0.333, 0.106, -0.042], [0.122, -1.100, -0.586], [-0.001, -2.264, 0.148], [0.298, -3.415, -0.521], [-0.489, -2.286, 1.440], [-0.968, -1.082, 1.961], [-1.932, 1.211, 2.750], [-1.633, 2.110, 1.264], [-0.328, 1.850, 2.373], [-0.052, 0.963, -0.633], [0.427, -1.239, -1.612], [0.251, -4.212, 0.029], [-0.805, -3.191, 1.936], [-1.269, -0.968, 2.994], [0.992, 3.129, -1.741], [1.808, 3.702, -2.921], [1.614, 2.509, -1.093], [0.570, 3.919, -1.125], [0.157, 2.507, -2.057], [1.144, 3.904, -3.744], [2.602, 2.998, -3.179], [2.348, 4.560, -2.544]],
  "forces_ev_per_a": [[0.120, -0.621, -0.180], [0.135, 0.798, 1.136], [1.110, -1.326, -0.646], [-0.680, 0.018, 0.336], [-0.209, -0.867, -0.068], [0.356, -0.630, -0.290], [-1.339, 0.900, 0.181], [0.890, 0.343, -0.505], [-0.007, 0.086, 0.000], [-0.371, 0.496, -0.367], [0.154, 0.005, 0.137], [-0.670, 0.532, 0.256], [0.305, 0.390, -0.071], [-0.076, 0.556, 0.044], [0.609, -0.352, 0.100], [-0.361, -0.410, 0.003], [0.208, -0.070, -0.052], [0.086, -0.862, 1.360], [0.033, 0.095, 0.024], [-0.056, 0.130, 0.043], [-0.016, -0.044, -0.239], [0.172, 0.357, -0.424], [-0.293, -0.100, -0.437], [-0.098, 0.577, -0.340]],
  "nbo_charge": [-0.620, -0.058, -0.185, -0.260, 0.293, -0.680, -0.298, -0.172, 0.210, 0.213, 0.214, 0.217, 0.223, 0.481, 0.212, 0.206, -0.608, -0.609, 0.202, 0.203, 0.197, 0.208, 0.204, 0.205],
  "smiles": "Cc1ccc(O)cc1.CC",
  "e_lumo_ha": 0.03360,
  "orbital_gap_ev": 9.3,
  "e_above_lowest_kj_mol": 53.91
}